Entry 1:
Here is a gas-phase ion, C22H45N2 (charge +1) from OMol25. Energies are from ωB97M-V/def2-TZVPD.

```
69
Properties=species:S:1:pos:R:3
C -3.328 4.733 -1.238
C -2.633 3.375 -1.266
C -1.429 3.412 -2.210
C -0.494 2.186 -2.225
C 0.457 2.305 -3.441
C 1.063 3.671 -3.789
C 2.073 4.221 -2.789
C 0.265 2.080 -0.892
C 1.100 0.807 -0.762
C 0.273 -0.468 -0.948
C 1.170 -1.723 -0.917
C 0.275 -2.788 -0.308
N -0.401 -2.061 0.782
C -1.567 -2.760 1.358
C -1.093 -3.799 2.369
C -0.420 -3.126 3.571
N 0.672 -2.217 3.164
C 0.530 -0.907 3.824
C 1.509 0.144 3.314
C 2.001 -2.789 3.434
C 2.296 -4.078 2.682
C -0.708 -0.721 0.224
C -0.477 -0.371 -2.283
C -1.323 0.897 -2.375
H -2.652 5.503 -0.873
H -3.657 5.012 -2.236
H -4.198 4.704 -0.586
H -2.320 3.122 -0.251
H -3.353 2.626 -1.598
H -0.833 4.287 -1.947
H -1.808 3.562 -3.222
H 1.285 1.605 -3.327
H -0.109 1.989 -4.321
H 0.277 4.408 -3.952
H 1.576 3.541 -4.745
H 1.590 4.588 -1.887
H 2.802 3.461 -2.514
H 2.610 5.056 -3.234
H -0.463 2.109 -0.079
H 0.923 2.937 -0.768
H 1.585 0.801 0.218
H 1.894 0.810 -1.508
H 2.041 -1.554 -0.282
H 1.520 -2.001 -1.908
H -0.471 -3.126 -1.032
H 0.817 -3.653 0.069
H 0.271 -2.003 1.680
H -2.154 -3.221 0.559
H -2.195 -2.023 1.863
H -0.415 -4.502 1.886
H -1.952 -4.365 2.727
H -1.178 -2.555 4.111
H -0.049 -3.890 4.260
H -0.488 -0.559 3.631
H 0.648 -1.012 4.910
H 1.584 0.115 2.229
H 2.502 0.013 3.734
H 1.158 1.129 3.608
H 2.112 -2.967 4.512
H 2.743 -2.047 3.138
H 1.608 -4.876 2.945
H 2.274 -3.922 1.606
H 3.297 -4.407 2.946
H -0.615 0.030 1.007
H -1.737 -0.720 -0.138
H -1.121 -1.243 -2.417
H 0.250 -0.377 -3.095
H -2.080 0.874 -1.590
H -1.846 0.907 -3.332
```

Properties
SMILES string	CCCC1(CCC)CCC2(CC[N@H+](CCCN(CC)CC)C2)CC1
orbital gap	10.7	eV
relative energy (zero: lowest compared OMol25 entry of this formula, charge and spin)	2.5	kcal per mole
total charge	+1
highest occupied orbital energy	-12.75	eV



Entry 2:
Here is 2 unconnected molecules or ions with the total composition C4H10S from OMol25. Energies are from ωB97M-V/def2-TZVPD.

```
15
Properties=species:S:1:pos:R:3
C -0.229 1.190 -1.044
C 0.510 0.879 0.278
C 1.010 -0.568 0.403
C -0.078 -1.590 0.490
S -3.202 0.308 -0.218
H 0.287 0.875 -1.943
H -1.249 0.755 -0.899
H -0.473 2.257 -1.107
H -0.151 1.117 1.110
H 1.325 1.618 0.376
H 1.668 -0.481 1.286
H 1.714 -0.786 -0.417
H 0.344 -2.565 0.781
H -0.719 -1.720 -0.379
H -0.758 -1.292 1.283
```

Properties
orbital gap (spin up / spin down)	6.8 / 6.4	eV
relative energy (zero: lowest compared OMol25 entry of this formula, charge and spin)	0.0	kcal per mole
total charge	-1
2S+1	2
<S²>	0.75
highest occupied orbital energy (spin up / spin down)	-2.83 / -2.41	eV



Entry 3:
Here is a molecular structure, C14H29Br2O5V from OMol25. Energies are from ωB97M-V/def2-TZVPD.

```
51
Properties=species:S:1:pos:R:3
V 0.643 -0.925 1.058
C -3.518 0.182 -0.041
C -2.564 -0.396 0.978
O -1.348 -0.901 0.520
H -3.039 0.899 -0.714
H -4.277 0.793 0.453
H -3.979 -0.632 -0.599
H -3.079 -1.191 1.543
H -2.315 0.295 1.807
Br 3.151 -0.386 1.124
Br 0.720 -2.943 2.733
C 0.150 2.492 3.667
C -0.128 1.032 3.689
O 0.178 0.314 2.776
C -0.853 0.464 4.879
H 0.860 2.713 2.869
H 0.571 2.888 4.590
H -0.771 3.028 3.425
H -1.061 -0.583 4.652
H -1.823 0.968 4.893
H -0.292 0.535 5.805
C -0.815 0.060 -2.738
C 0.604 -0.175 -2.307
O 0.841 -0.344 -1.136
C 1.705 -0.028 -3.332
H -0.844 0.668 -3.648
H -1.429 0.572 -2.001
H -1.320 -0.891 -2.926
H 1.922 1.018 -3.536
H 1.435 -0.565 -4.242
H 2.606 -0.493 -2.929
C 0.735 3.044 -1.436
C -0.046 2.626 -0.218
O 0.308 1.740 0.511
C -1.336 3.380 0.024
H 0.997 4.098 -1.308
H 0.205 2.902 -2.377
H 1.684 2.509 -1.497
H -1.781 2.940 0.917
H -1.957 3.304 -0.868
H -1.231 4.445 0.239
C 3.120 -3.226 -1.621
C 1.702 -3.540 -1.180
O 1.128 -2.795 -0.437
C 1.131 -4.844 -1.633
H 3.218 -3.170 -2.705
H 3.781 -4.013 -1.250
H 3.462 -2.297 -1.165
H 0.881 -4.813 -2.697
H 0.204 -5.119 -1.131
H 1.860 -5.639 -1.478
```

Properties
orbital gap (spin up / spin down)	7.7 / 8.4	eV
relative energy (zero: lowest compared OMol25 entry of this formula, charge and spin)	0.0	kcal per mole
total charge	0
2S+1	3
<S²>	2.03
highest occupied orbital energy (spin up / spin down)	-8.00 / -8.06	eV